{"formula": "C30H27AsIrNOS9", "method": "ωB97M-V/def2-TZVPD", "symbols": ["Ir", "As", "S", "S", "S", "S", "S", "S", "S", "S", "S", "O", "N", "C", "C", "C", "C", "C", "C", "C", "C", "C", "C", "C", "C", "C", "C", "C", "C", "C", "C", "C", "C", "C", "C", "C", "C", "C", "C", "C", "C", "C", "C", "H", "H", "H", "H", "H", "H", "H", "H", "H", "H", "H", "H", "H", "H", "H", "H", "H", "H", "H", "H", "H", "H", "H", "H", "H", "H", "H"], "coordinates": [[0.23137, -1.89084, 1.92586], [0.59104, 0.40805, 0.16845], [-3.49708, -2.86790, 8.00987], [4.83366, -1.47870, 3.26020], [1.82583, -1.26773, 3.36214], [-2.75632, -1.18954, 5.67112], [-0.39747, -3.69129, 3.11225], [1.74591, -3.33450, 0.85755], [-1.40049, -0.64542, 3.02539], [-1.79171, -3.90049, 5.80371], [4.75848, -3.40681, 1.02241], [6.98049, -2.55584, 2.16902], [-0.25297, -1.23260, -0.00283], [0.82345, 2.20586, -2.26369], [-1.39227, -3.83213, -3.11349], [-1.94665, 3.01097, 2.26152], [1.37535, 2.49135, -3.51559], [-1.56033, -4.17625, -1.77753], [3.26652, -1.93734, 2.63192], [-0.84538, 2.28301, 1.81632], [2.29287, 0.28318, -2.13307], [2.81590, 0.61403, -3.37337], [-1.17323, -3.31733, -0.76555], [2.34792, 1.70248, -4.09868], [-0.97220, 1.48432, 0.67025], [-4.34062, 3.75760, 2.11870], [-0.41743, -1.73661, -2.40130], [-2.40552, 0.61527, -1.25131], [2.88397, -0.88076, -1.39608], [5.78017, -2.50001, 2.15715], [-3.16553, 2.96728, 1.60877], [-0.58161, -2.07143, -1.04535], [-0.16743, 3.22245, -1.74791], [-1.34390, -2.99310, 4.37816], [-3.27025, 2.17516, 0.47191], [-2.72797, -2.66687, 6.56834], [2.91417, 2.02661, -5.45440], [0.42270, 2.42090, 2.62717], [-0.82118, -2.60190, -3.40590], [-1.77878, -1.71509, 4.32255], [1.23486, 1.04580, -1.59345], [-2.19873, 1.43613, -0.01033], [3.22577, -2.80686, 1.60917], [-2.00792, -5.12754, -1.51413], [1.25384, 1.83597, 2.24179], [2.20526, -1.73496, -1.36015], [0.24225, 2.08535, 3.65003], [-2.63722, -0.42023, -0.99889], [-1.33017, -3.60082, 0.26825], [2.44878, 2.91863, -5.87308], [1.02895, 3.37884, -4.03717], [-1.84104, 3.61854, 3.15592], [2.75415, 1.20178, -6.15153], [0.18715, 4.22169, -2.00578], [3.99078, 2.19933, -5.39826], [-4.10855, 4.82360, 2.16056], [3.61986, 0.00671, -3.77712], [0.72934, 3.46871, 2.66726], [-0.67892, -2.30252, -4.43831], [-1.14879, 3.09124, -2.21044], [-5.21176, 3.62534, 1.47736], [-1.51852, 0.59561, -1.88225], [3.80831, -1.20534, -1.87292], [3.11419, -0.61820, -0.36036], [-4.61343, 3.44301, 3.12778], [-4.21573, 2.13268, -0.06016], [-3.23294, 1.01811, -1.83789], [-0.30808, 3.18507, -0.67494], [0.02726, -0.79037, -2.67182], [-1.70240, -4.50335, -3.90379]], "atomic_forces_ev_per_a": [[0.55, -0.70, 0.07], [-0.05, -0.04, 0.08], [0.02, -0.01, -0.03], [0.02, -0.11, -0.02], [0.11, 0.10, 0.02], [0.02, 0.00, -0.01], [0.14, 0.14, 0.03], [0.36, 0.04, -0.16], [-0.31, 0.29, 0.03], [0.00, -0.02, -0.04], [0.03, 0.04, 0.05], [-0.02, -0.01, 0.00], [-0.50, 0.09, -0.12], [-0.02, -0.02, -0.04], [-0.01, -0.01, 0.01], [0.02, 0.00, 0.02], [0.02, 0.03, 0.03], [0.00, 0.00, -0.01], [-0.13, -0.06, 0.16], [0.00, 0.04, -0.07], [0.00, 0.08, 0.00], [0.03, 0.00, 0.00], [0.01, -0.05, -0.01], [0.00, 0.00, -0.02], [0.04, 0.12, -0.01], [0.00, -0.01, 0.00], [0.02, -0.04, -0.06], [-0.03, 0.02, 0.02], [0.00, -0.08, 0.02], [0.03, 0.01, 0.00], [-0.01, 0.01, 0.00], [0.12, 0.22, 0.02], [0.02, 0.04, -0.02], [-0.13, 0.03, 0.07], [0.00, -0.01, -0.01], [-0.03, 0.01, 0.02], [0.01, -0.02, 0.01], [-0.01, -0.01, 0.00], [0.02, 0.01, 0.01], [0.03, -0.01, 0.02], [-0.09, 0.02, -0.07], [-0.04, -0.07, 0.10], [-0.20, -0.06, -0.02], [0.00, 0.00, 0.00], [-0.01, -0.01, -0.01], [-0.05, 0.00, 0.01], [-0.02, 0.00, 0.01], [0.01, 0.00, 0.00], [-0.02, 0.01, 0.01], [0.00, 0.00, 0.00], [0.01, 0.00, 0.00], [0.00, 0.00, -0.01], [0.00, 0.00, 0.00], [-0.02, 0.00, -0.05], [0.00, 0.00, 0.00], [0.00, 0.00, 0.00], [-0.01, 0.00, 0.00], [0.00, -0.01, 0.00], [0.01, 0.00, 0.00], [0.00, -0.02, 0.02], [0.00, 0.00, 0.00], [0.00, 0.01, 0.01], [-0.01, -0.02, -0.01], [0.00, -0.01, 0.02], [0.00, -0.01, 0.00], [0.00, 0.00, 0.00], [0.00, 0.00, 0.01], [0.06, 0.06, -0.05], [0.00, -0.02, 0.00], [0.01, 0.00, 0.00]], "e_homo_ev": [-4.4535, -4.5665], "s2": 0.76, "multiplicity": 2, "gap_ha": [0.2099, 0.1998], "charge": -1, "relative_energy_ev": 0.331}


{"formula": "C30H27B3InN9O24", "method": "ωB97M-V/def2-TZVPD", "symbols": ["In", "O", "O", "O", "O", "O", "O", "O", "O", "O", "O", "O", "O", "O", "O", "O", "O", "O", "O", "O", "O", "O", "O", "O", "O", "N", "N", "N", "N", "N", "N", "N", "N", "N", "C", "C", "C", "C", "C", "C", "C", "C", "C", "C", "C", "C", "C", "C", "C", "C", "C", "C", "C", "C", "C", "C", "C", "C", "C", "C", "C", "C", "C", "C", "B", "B", "B", "H", "H", "H", "H", "H", "H", "H", "H", "H", "H", "H", "H", "H", "H", "H", "H", "H", "H", "H", "H", "H", "H", "H", "H", "H", "H", "H"], "coordinates": [[-4.21315, -21.02569, -7.82341], [-1.04403, -15.39664, -10.13763], [-2.55613, -13.77313, -7.79588], [-4.08120, -17.21267, -10.94298], [-1.18833, -18.98789, -12.05043], [-3.43093, -12.65469, -11.49397], [-3.32420, -13.92161, -14.14939], [-1.00947, -17.47152, -8.85720], [2.09049, -14.09388, -9.32226], [-4.09591, -15.73716, -7.51617], [-4.80175, -11.27069, -7.06571], [-6.05286, -16.11150, -11.45035], [-4.23430, -15.69566, -12.93220], [-0.51025, -13.19810, -10.39556], [-4.40619, -13.43632, -6.44963], [-4.20782, -14.73922, -10.79404], [-2.04351, -17.14674, -5.04384], [-2.16012, -19.42675, -9.16990], [-0.16158, -17.32852, -11.07991], [-2.69792, -15.06667, -5.75871], [-7.49971, -17.40975, -10.19018], [-2.54135, -11.67656, -8.73186], [0.99679, -16.09975, -9.33394], [-3.95416, -18.08727, -7.17305], [-5.03362, -19.01588, -9.77552], [-4.43506, -24.43612, -7.99957], [-1.36726, -20.33145, -6.41382], [-4.40214, -20.03947, -4.98810], [-1.72570, -22.67045, -8.64469], [-6.97963, -19.46021, -7.41062], [-6.29323, -22.56549, -6.09269], [-6.73443, -21.97663, -9.37011], [-3.66622, -21.19013, -10.93252], [-2.75466, -22.98461, -5.79373], [-5.03072, -17.91537, -10.35661], [-1.97257, -24.12477, -3.59418], [-3.00726, -12.55466, -7.99771], [1.12355, -14.81826, -9.47311], [-3.67502, -14.52274, -13.12470], [-4.22254, -12.31969, -7.17122], [-9.05837, -22.41423, -10.56803], [-3.61778, -16.89666, -6.99547], [-9.21268, -19.33603, -8.65863], [-0.88731, -18.35343, -11.05042], [-1.39707, -18.55706, -9.58365], [-7.31293, -24.77624, -5.18204], [-2.44299, -23.46839, -4.81134], [-7.97476, -19.37913, -7.93564], [-4.90748, -25.44405, -8.39075], [0.78519, -18.94783, -6.69194], [-2.79866, -20.87060, -13.42041], [-3.98512, -18.60550, -2.84173], [-0.91004, -25.06490, -7.82526], [-5.46392, -26.73387, -8.83382], [-0.41025, -19.71278, -6.56995], [-6.71362, -23.52818, -5.70950], [-4.24135, -19.38474, -4.07708], [-7.76384, -22.19977, -9.94817], [-0.25405, -14.35896, -10.07596], [-6.39139, -17.12115, -10.63988], [-1.33907, -23.70561, -8.26339], [-2.63311, -16.38616, -5.87067], [-3.28257, -21.05508, -12.03223], [-3.67765, -13.85008, -11.68965], [-0.29533, -16.58411, -9.82543], [-3.46330, -14.51389, -6.88069], [-4.59084, -15.95037, -11.53458], [-2.09514, -23.46164, -2.73782], [-1.21414, -25.76330, -8.60491], [-6.17987, -26.57732, -9.64066], [0.64789, -18.03965, -6.10504], [-2.49966, -25.07829, -3.56164], [-9.90031, -18.70768, -8.09253], [-6.86999, -25.69195, -5.57369], [-5.94930, -27.33307, -8.06345], [-2.99440, -18.83805, -2.45122], [-1.93821, -21.50570, -13.63112], [-1.35020, -25.44911, -6.90507], [-7.05462, -24.73196, -4.12402], [-8.91428, -22.70168, -11.60952], [-9.76911, -21.58895, -10.52498], [-9.68156, -20.31917, -8.61766], [-4.67205, -18.85845, -2.03412], [-0.92712, -24.38592, -3.75829], [-3.64580, -21.12204, -14.05856], [1.68835, -19.41789, -6.30279], [-9.51906, -23.18362, -9.94844], [-4.68553, -27.32207, -9.31985], [-4.02579, -17.51862, -2.91356], [-9.27861, -18.97440, -9.68478], [1.06325, -18.73623, -7.72442], [-2.59109, -19.82803, -13.66135], [0.17377, -24.96127, -7.77317], [-8.36697, -24.65723, -5.43290]], "atomic_forces_ev_per_a": [[0.52, 1.41, -0.05], [-0.76, 0.17, -0.04], [0.01, -0.62, -0.21], [0.10, -1.48, 1.13], [0.13, 0.01, 1.87], [-0.70, -4.07, -0.36], [-1.14, -2.60, 2.87], [0.06, -1.52, -1.79], [-1.68, -1.74, 0.15], [0.17, -1.86, 0.04], [0.11, -1.23, -0.03], [-1.30, -1.54, 1.31], [0.32, -1.14, -0.83], [0.59, -3.12, 0.69], [-0.43, -0.90, -0.22], [0.99, 0.37, -1.22], [-1.86, 2.55, -3.09], [1.58, 1.01, -1.19], [1.59, 1.53, 0.54], [0.17, -1.39, -0.37], [2.73, 0.61, -1.24], [-0.76, -2.51, 1.92], [0.61, -1.88, 0.74], [0.73, 3.84, -0.21], [0.08, 2.40, -0.87], [-1.62, -3.01, -1.38], [0.05, 0.18, -0.30], [-0.23, -1.17, -1.86], [0.65, -2.14, 0.94], [2.52, -0.51, 1.30], [1.83, 3.45, -1.64], [-4.67, -1.23, -2.75], [0.80, -0.09, -2.54], [-0.82, 0.62, -0.80], [-0.09, -1.16, 0.21], [0.08, -0.17, -0.86], [1.95, 2.51, -3.12], [1.02, 2.65, -0.98], [0.89, 2.79, -1.09], [-0.87, 0.73, 1.51], [-0.23, -0.44, 0.14], [-0.52, -0.28, 0.42], [-1.87, -0.08, 0.38], [-1.62, -2.56, -2.15], [-1.99, 0.13, 2.03], [0.66, 1.30, -0.11], [0.46, -0.18, 0.72], [-1.18, 0.31, -1.82], [1.21, 2.47, 1.41], [1.32, 0.82, 0.00], [-0.98, 0.01, 0.17], [0.11, -0.15, 0.35], [0.02, 1.00, -0.87], [0.11, 0.13, -0.76], [-0.90, -1.10, 0.32], [-1.24, -3.93, 1.05], [0.44, 1.55, 2.04], [5.19, 2.00, 3.06], [-0.28, 4.28, -0.33], [-1.60, 0.48, 0.12], [-1.43, 1.40, -0.33], [1.35, -2.40, 3.47], [-0.33, 0.08, 2.35], [-0.05, 3.32, 0.74], [0.32, 0.74, 0.62], [-0.05, 1.05, -0.25], [-0.34, 1.42, -0.03], [-0.07, -0.39, 0.03], [0.32, 0.02, -0.13], [-0.18, 0.26, 0.15], [0.00, 0.26, -0.34], [-0.17, 0.13, 0.66], [-0.04, 0.18, 0.04], [-0.07, 0.29, -0.34], [0.21, 0.31, 0.17], [0.10, -0.10, -0.32], [-0.12, 0.12, 0.09], [0.03, 0.67, 0.10], [-0.71, -0.27, 0.18], [-0.20, -0.25, 0.14], [0.57, 0.37, 0.02], [0.12, -0.16, 0.03], [-0.26, -0.32, -0.29], [0.11, 0.23, 0.25], [0.11, -0.40, -0.18], [-0.32, -0.49, 0.33], [-0.16, -0.43, -0.48], [0.20, -0.04, 0.31], [-0.05, -0.15, -0.73], [0.97, 0.06, 0.17], [-0.48, 0.30, 0.00], [0.26, -0.12, 0.50], [0.03, -0.64, 0.18], [-0.08, -0.59, 0.54]], "e_homo_ev": -8.2423, "gap_ha": 0.0655}


{"formula": "C30H27Br2NNbO8", "method": "ωB97M-V/def2-TZVPD", "symbols": ["Nb", "Br", "Br", "O", "O", "O", "O", "O", "O", "O", "O", "N", "C", "C", "C", "C", "C", "C", "C", "C", "C", "C", "C", "C", "C", "C", "C", "C", "C", "C", "C", "C", "C", "C", "C", "C", "C", "C", "C", "C", "C", "C", "H", "H", "H", "H", "H", "H", "H", "H", "H", "H", "H", "H", "H", "H", "H", "H", "H", "H", "H", "H", "H", "H", "H", "H", "H", "H", "H"], "coordinates": [[-0.52862, 1.79338, -1.74907], [2.64860, 3.13540, -2.90012], [-1.53630, 2.51673, -5.24786], [7.27625, -0.48507, -0.51583], [-5.40775, -6.03627, -5.81718], [-3.50580, -4.85263, -1.01522], [3.05340, 2.15146, 5.95026], [-1.32111, -1.79441, -0.54487], [2.93797, 1.81231, 1.48514], [-1.57352, 4.47443, 4.81278], [0.12534, -4.60515, 3.70896], [-0.01101, 3.53002, -0.57261], [5.15174, 0.44213, -0.92610], [-5.46548, -6.45380, -3.50269], [-4.97054, -5.76463, -4.71647], [0.17353, -2.04033, 1.25190], [-0.99087, -2.43859, 0.42856], [-2.80406, 2.46579, 0.33607], [1.45879, 2.69695, 4.30690], [-0.20778, -3.95882, 2.73189], [-3.92486, -4.73311, -4.53656], [0.77503, 2.69778, -3.42083], [3.93343, 1.28574, 1.02602], [-4.98914, -6.15607, -2.29522], [-1.73585, -3.65013, 0.83717], [6.15121, 0.30684, 1.39440], [0.53659, -2.74638, 2.32248], [-1.94516, 1.19266, -0.02204], [0.31523, 2.95673, -4.71291], [6.27982, 0.04156, -0.05729], [-3.94340, -5.12452, -2.11650], [1.18412, 3.34519, 6.73697], [1.99134, 2.68479, 5.68644], [-3.44831, -4.43532, -3.32843], [-3.43122, 3.51287, 0.47011], [4.06161, 1.02087, -0.42314], [0.29353, 3.28016, 4.01970], [-0.51393, 3.94088, 5.07057], [1.29893, 3.61951, -5.77487], [5.06191, 0.88532, 1.89726], [-1.37130, -4.35563, 1.90824], [0.02118, 3.92756, 6.45194], [1.59050, 3.32676, 7.74075], [-1.90426, -5.24444, 2.22313], [2.06329, 2.20997, 3.55156], [0.85652, 0.81468, -1.06353], [-2.58627, -3.92552, 0.21903], [-5.34010, -6.64939, -1.39730], [-1.93802, 2.79543, -2.38655], [-3.88351, 4.50674, 0.21789], [3.22727, 1.32111, -1.04364], [-6.22986, -7.20589, -3.65293], [1.38472, -2.46981, 2.93671], [-1.36271, 0.89510, 0.90200], [-1.08422, 0.42319, -2.80104], [-3.57367, -4.23933, -5.43384], [-0.58208, 4.41442, 7.20830], [-2.66300, 0.38682, -0.36094], [-0.11279, 3.29850, 3.01491], [5.26202, 0.24031, -1.98423], [6.98560, 0.00679, 2.01625], [1.30800, 4.73952, -5.55791], [0.98825, 3.42163, -6.84139], [4.95070, 1.08778, 2.95589], [0.73920, 3.18542, 0.04264], [0.70648, -1.15065, 0.93591], [-2.68372, -3.68264, -3.17734], [0.33179, 4.21504, -1.25573], [2.36260, 3.27117, -5.65188]], "atomic_forces_ev_per_a": [[-0.40, 2.39, 2.64], [-0.91, 0.04, -0.73], [1.73, 0.47, 0.15], [-0.08, 0.06, 0.14], [0.04, -0.01, 0.18], [-0.59, -0.53, -0.65], [-0.12, 0.08, 0.04], [0.03, -0.24, 0.09], [0.19, -0.07, 0.02], [0.17, -0.04, 0.17], [-0.02, 0.07, -0.10], [0.23, -1.75, -1.69], [-0.10, 0.07, 0.09], [-0.02, -0.06, 0.24], [-0.05, 0.02, -0.31], [0.27, 0.11, 0.19], [-0.02, 0.17, -0.18], [0.48, -0.41, -0.58], [-0.15, 0.02, -0.08], [0.04, -0.17, 0.18], [0.11, 0.08, 0.14], [-2.09, -0.07, -2.22], [-0.22, 0.09, -0.05], [-0.16, -0.16, -0.08], [-0.23, -0.11, 0.23], [-0.10, 0.07, 0.19], [-0.02, 0.12, -0.14], [-1.67, 1.72, 0.77], [2.97, 0.18, 1.31], [0.13, -0.10, -0.27], [0.09, 0.12, 0.09], [-0.15, 0.12, 0.16], [0.18, -0.13, -0.12], [0.10, 0.11, -0.19], [0.34, -0.30, -0.94], [0.01, -0.08, -0.21], [0.18, -0.12, -0.10], [-0.27, 0.09, -0.26], [-0.89, 0.24, 0.09], [0.20, -0.08, 0.16], [0.00, 0.11, -0.15], [0.17, -0.05, 0.21], [0.03, -0.02, -0.01], [0.02, 0.00, 0.04], [-0.01, 0.04, -0.02], [0.52, -0.76, 0.09], [0.51, 0.30, 0.41], [0.03, 0.03, 0.02], [-0.06, -0.41, -0.23], [0.71, -1.68, 0.78], [-0.07, -0.05, 0.08], [0.00, 0.02, -0.04], [-0.02, -0.03, 0.03], [-0.64, 0.09, -1.00], [0.04, -0.07, -0.43], [-0.03, -0.02, 0.00], [-0.03, 0.01, -0.04], [0.92, 0.72, 0.55], [-0.05, 0.03, 0.00], [0.01, 0.00, 0.01], [0.01, -0.01, -0.04], [-0.07, -1.34, -0.52], [0.16, 0.32, 1.20], [-0.03, 0.01, 0.00], [-0.11, 0.56, -0.15], [-0.06, 0.04, -0.08], [-0.02, 0.02, 0.06], [0.10, 0.01, 0.78], [-1.26, 0.12, 0.08]], "e_homo_ev": -4.9412, "gap_ha": 0.1714, "charge": -1}


Number 1: largest force on an atom 0.9 eV/Å. Number 2: largest force on an atom 6.3 eV/Å. Number 3: largest force on an atom 3.6 eV/Å.